The following is a quantum chemistry calculation of a structure of composition CH3O3S2 in a non-equilibrium geometry, from the OMol25 dataset.

Atoms and positions in Å:
C 0.237 0.633 0.058
O 2.327 -0.260 1.428
O 0.243 -1.636 1.217
O -1.776 0.191 -1.512
S -0.860 -0.760 -0.338
S 0.881 -0.293 1.609
H 1.013 0.738 -0.543
H -0.244 1.605 0.396
H -1.821 -0.219 -2.315

The value obtained for the HOMO-LUMO gap is 7.131 eV. The value obtained for the largest force on an atom is 6.00 eV/Å. Its total charge is -1. The spin multiplicity is 1. The calculation puts the energy above the lowest of the compared OMol25 structures with the same formula, charge and spin at 55.90 kcal per mole. Its LUMO energy is 0.1343 Ha.